Computed, not measured: the molecule C5H11FN2 at a distorted geometry, with ωB97M-V/def2-TZVPD.

Last column: Mulliken charge in e.
CARTESIAN COORDINATES (ANGSTROEM)
H: -3.374 0.874 -0.846  0.21
N: -2.617 1.016 -1.600  -0.65
C: -1.501 0.514 -1.255  0.19
N: -1.258 -0.348 -0.226  -0.36
C: 0.183 -0.832 0.050  0.02
C: 0.859 -1.575 -1.023  -1.39
C: 1.048 0.345 0.520  0.50
C: 0.664 1.093 1.810  -1.26
F: 2.361 -0.107 0.595  -0.36
H: -0.615 0.735 -1.923  0.29
H: -1.759 -0.119 0.635  0.31
H: 0.067 -1.527 0.925  0.28
H: 1.917 -1.764 -0.734  0.39
H: 0.914 -0.996 -1.961  0.30
H: 0.342 -2.540 -1.134  0.35
H: 1.057 1.094 -0.261  0.18
H: 0.873 0.640 2.742  0.39
H: -0.416 1.392 1.824  0.31
H: 1.255 2.104 1.864  0.29

Values from the calculation:
* SMILES: [H]/N=C\N[C@@H](C)[C@@H](C)F
* Kohn-Sham gap: 10.14 eV
* DFT total energy: -406.45896 Eh
* HOMO level: -9.3 eV

Computed, not measured: a structure of composition C5H11FS at a distorted geometry, with ωB97M-V/def2-TZVPD.

Last column: Mulliken charge in e.
CARTESIAN COORDINATES (ANGSTROEM)
C: 0.509 -1.748 -1.082  -1.05
C: -1.329 -0.418 1.118  -1.50
C: -0.293 1.883 0.364  -1.19
C: 0.261 -0.274 -1.023  -0.88
C: -0.210 0.358 0.305  0.83
F: 2.853 0.730 0.677  -0.26
S: 1.682 0.030 1.626  0.03
H: -0.472 -2.125 -1.207  0.33
H: 1.252 -2.121 -0.279  0.29
H: 0.998 -1.794 -2.168  0.28
H: -1.124 -1.385 1.519  0.35
H: -1.791 0.122 1.924  0.41
H: -1.987 -0.431 0.302  0.47
H: -1.291 2.241 0.703  0.36
H: 0.596 2.271 0.925  0.30
H: -0.120 2.293 -0.617  0.35
H: -0.580 -0.062 -1.684  0.45
H: 1.047 0.432 -1.400  0.41

Values from the calculation:
* Kohn-Sham gap: 9.12 eV
* DFT total energy: -695.05800 Eh
* HOMO level: -8.5 eV

Computed, not measured: a cluster of 2 separate species, C5H11I2N in total at a distorted geometry, with ωB97M-V/def2-TZVPD.

Last column: Mulliken charge in e.
CARTESIAN COORDINATES (ANGSTROEM)
C: 1.892 -1.663 0.981  -1.24
C: -0.647 -1.342 1.368  -1.64
C: 0.444 -0.635 -2.937  -0.79
C: 0.659 -0.812 0.702  1.76
C: 0.830 0.564 1.000  -1.04
N: -0.484 -0.059 -1.995  -0.37
I: 1.952 1.909 -0.057  0.04
I: -2.459 -0.096 -2.300  0.10
H: 2.689 -1.250 0.514  0.42
H: 2.274 -1.763 2.023  0.35
H: 1.652 -2.631 0.468  0.30
H: -0.247 -1.424 2.372  0.36
H: -1.377 -0.561 1.360  0.44
H: -0.905 -2.229 0.899  0.44
H: 0.417 -1.727 -2.802  0.26
H: 0.225 -0.274 -3.897  0.42
H: 1.394 -0.223 -2.849  0.29
H: 0.447 -0.789 -0.378  -0.54
H: 0.330 0.961 1.855  0.44

Values from the calculation:
* Kohn-Sham gap (alpha / beta): 9.12 / 6.44 eV
* DFT total energy: -847.06241 Eh
* HOMO level (alpha / beta): -9.1 / -7.4 eV

Computed, not measured: the ion C5H11IN with charge +1 at a distorted geometry, with ωB97M-V/def2-TZVPD.

Last column: Mulliken charge in e.
CARTESIAN COORDINATES (ANGSTROEM)
C: 0.231 -0.414 -1.065  -0.23
C: 0.084 -0.665 0.394  -0.24
C: -0.855 0.338 0.686  0.01
C: 1.293 0.527 -1.364  -1.18
C: -0.426 1.726 0.908  -0.87
N: -0.261 -2.135 0.686  -0.21
I: -2.887 -0.109 0.107  0.20
H: -0.503 -0.483 -1.828  0.36
H: 0.997 -0.292 0.892  0.27
H: 1.380 0.437 -2.481  0.34
H: 2.248 0.500 -0.917  0.39
H: 0.943 1.613 -1.093  0.27
H: -0.036 2.025 1.954  0.28
H: -1.264 2.360 0.573  0.31
H: 0.471 1.936 0.351  0.16
H: -0.440 -2.290 1.645  0.39
H: 0.314 -2.933 0.213  0.37
H: -1.288 -2.141 0.337  0.38

Values from the calculation:
* Kohn-Sham gap (alpha / beta): 7.97 / 7.97 eV
* DFT total energy: -549.17302 Eh
* total charge: +1
* HOMO level (alpha / beta): -12.0 / -12.0 eV

Computed, not measured: the ion C5H11IN with charge +1 at a distorted geometry, with ωB97M-V/def2-TZVPD.

Last column: Mulliken charge in e.
CARTESIAN COORDINATES (ANGSTROEM)
C: 0.515 2.079 0.122  -1.50
C: 0.507 0.645 0.013  -0.31
I: 2.936 -0.198 0.092  0.16
C: -0.068 -0.031 -1.265  -0.40
C: -0.892 -1.257 -0.768  -0.73
C: -0.427 -1.564 0.624  -0.45
N: -0.086 -0.218 1.158  -0.09
H: 0.945 2.541 -0.720  0.41
H: 1.027 2.405 0.968  0.43
H: -0.446 2.415 0.154  0.51
H: 0.579 -0.149 -2.079  0.45
H: -0.838 0.683 -1.649  0.28
H: -1.891 -0.901 -0.730  0.35
H: -0.682 -2.097 -1.274  0.35
H: -1.328 -2.008 1.202  0.32
H: 0.348 -2.241 0.621  0.37
H: -0.847 0.328 1.702  0.44
H: 0.646 -0.433 1.829  0.39

Values from the calculation:
* SMILES: C[C@]1(I)CCC[NH2+]1
* Kohn-Sham gap (alpha / beta): 8.31 / 8.31 eV
* DFT total energy: -549.25340 Eh
* total charge: +1
* HOMO level (alpha / beta): -13.4 / -13.4 eV

Computed, not measured: the ion C5H11IN3 with charge +1 at a distorted geometry, with ωB97M-V/def2-TZVPD.

Last column: Mulliken charge in e.
CARTESIAN COORDINATES (ANGSTROEM)
C: -0.867 -1.174 -0.596  0.40
C: -0.068 0.165 0.372  0.20
C: 1.167 0.776 -0.041  0.23
C: -1.238 1.155 0.440  -1.55
C: 1.171 2.131 -0.538  -1.30
N: -1.439 -0.974 -1.643  -0.49
N: -0.337 -2.325 -0.157  -0.10
N: 0.486 -2.302 1.053  -0.56
I: 3.003 -0.186 0.166  0.30
H: 0.085 -0.436 1.325  0.62
H: -2.293 0.690 0.349  0.36
H: -1.172 1.862 -0.350  0.43
H: -1.099 1.640 1.451  0.37
H: 2.160 2.491 -0.742  0.41
H: 0.745 3.049 0.068  0.35
H: 0.645 2.237 -1.581  0.36
H: -1.842 -0.184 -1.916  0.23
H: -0.931 -3.142 -0.219  0.31
H: 1.465 -2.470 0.771  0.20
H: 0.359 -3.002 1.787  0.25

Values from the calculation:
* Kohn-Sham gap (alpha / beta): 7.38 / 7.38 eV
* DFT total energy: -658.66312 Eh
* total charge: +1
* HOMO level (alpha / beta): -13.2 / -13.2 eV

Computed, not measured: a structure of composition C5H11IN3 at a distorted geometry, with ωB97M-V/def2-TZVPD.

Last column: Löwdin spin population.
CARTESIAN COORDINATES (ANGSTROEM)
C: 0.100 2.512 0.264  0.04
C: -1.246 0.793 -0.308  0.30
C: 0.701 -1.674 -1.486  0.11
C: 0.083 -2.013 1.013  0.08
C: 0.815 -1.308 -0.138  0.62
N: 0.607 1.840 -0.840  0.44
N: -0.308 0.970 -1.153  -0.02
N: -1.067 1.579 0.958  0.04
I: 2.295 0.062 0.305  0.23
H: 0.874 2.776 1.102  0.01
H: -0.450 3.323 -0.112  0.02
H: -1.888 -0.042 -0.374  0.02
H: -0.191 -2.335 -1.880  0.00
H: 1.565 -2.075 -1.985  0.03
H: 0.571 -0.687 -1.962  0.03
H: 0.506 -3.048 0.913  0.03
H: 0.457 -1.615 1.986  0.00
H: -0.954 -2.168 0.837  0.01
H: -0.518 1.054 1.587  0.01
H: -1.953 2.055 1.273  0.01

Values from the calculation:
* Kohn-Sham gap (alpha / beta): 7.30 / 6.94 eV
* expectation value of S²: 2.03
* DFT total energy: -658.58157 Eh
* spin multiplicity: 3
* total charge: +1
* HOMO level (alpha / beta): -10.8 / -13.3 eV

Computed, not measured: a structure of composition C5H11IN4Si2 at a distorted geometry, with ωB97M-V/def2-TZVPD.

Last column: Löwdin spin population.
CARTESIAN COORDINATES (ANGSTROEM)
C: -0.105 3.014 0.973  0.01
C: -1.892 -3.050 -0.866  0.09
C: -0.324 3.255 -0.512  0.01
C: -1.472 -3.382 0.567  0.02
C: 2.055 0.221 -0.187  0.06
N: 0.304 1.912 1.420  0.01
N: -1.717 -1.849 -1.199  0.04
N: -0.105 1.986 -1.121  0.03
N: -1.101 -2.073 1.258  0.19
Si: 0.294 0.770 0.056  0.19
Si: -1.282 -0.798 0.090  0.38
I: -3.446 0.641 -0.060  0.91
H: 0.058 3.829 1.711  0.00
H: -2.352 -3.849 -1.478  0.00
H: -1.321 3.451 -0.521  0.00
H: 0.259 4.142 -0.877  0.00
H: -2.277 -4.009 1.074  0.01
H: -0.478 -3.979 0.514  0.02
H: 2.109 -0.302 -1.212  0.00
H: 2.733 1.118 -0.037  0.01
H: 2.409 -0.425 0.595  0.00
H: -0.052 2.008 -2.093  0.00
H: -0.459 -2.035 2.021  0.00

Values from the calculation:
* Kohn-Sham gap (alpha / beta): 5.06 / 4.70 eV
* expectation value of S²: 2.01
* DFT total energy: -1292.73235 Eh
* spin multiplicity: 3
* HOMO level (alpha / beta): -4.5 / -8.6 eV